Entry 1:
Entry from the Open Molecules 2025 dataset: a structure of composition C14H64HfN2O26S2 at a distorted geometry (ωB97M-V/def2-TZVPD).

Output
Strongest force on any atom (hartree/bohr): 0.1093
HOMO-LUMO gap (Ha): 0.262
Total charge: -2
HOMO energy (eV): -3.533
LUMO energy (eV): 3.60

Geometry (Å):
Hf  -1.353  0.351  -0.459
S  -4.116  2.269  -1.895
S  -1.067  -1.892  -2.655
O  -3.152  0.884  1.200
O  -4.467  4.229  1.523
O  -3.290  -1.097  -0.608
O  -3.015  2.506  3.297
O  -0.708  -1.706  -1.258
O  -0.943  -0.956  1.497
O  -0.744  2.433  0.554
O  -1.901  -3.072  -2.809
O  -0.373  1.488  -2.280
O  -5.172  1.260  -2.097
O  -4.544  3.085  -0.738
O  -5.906  -1.211  -2.470
O  2.831  -3.871  -0.236
O  2.161  -0.971  -2.596
O  -1.616  3.824  -3.464
O  1.344  1.616  -4.319
O  -5.542  0.011  0.314
O  -1.922  4.806  -0.777
O  1.077  0.129  -0.441
O  5.535  0.617  3.245
O  0.086  -1.945  -3.552
O  -3.936  3.029  -3.057
O  -2.639  0.752  -4.750
O  -2.861  1.634  -1.532
O  -1.732  -0.619  -2.705
O  -2.791  -3.699  -0.576
N  2.274  -0.740  2.009
N  4.774  -3.124  -3.428
C  -2.422  -2.329  3.069
C  3.185  -0.033  2.902
C  -0.772  -0.579  3.913
C  4.581  0.002  2.297
C  3.033  -0.623  4.294
C  3.987  -5.297  -2.923
C  1.519  2.949  1.384
C  -1.118  -1.569  2.773
C  0.037  3.028  1.543
C  3.952  -3.512  -1.096
C  1.521  -3.339  -0.455
C  3.823  -3.806  -2.583
C  -0.306  4.545  1.872
C  6.897  0.727  2.802
H  -6.480  -0.181  0.321
H  -2.308  -3.628  -1.399
H  -2.114  -3.808  0.092
H  -0.315  2.473  2.413
H  1.810  3.733  0.686
H  -2.626  2.716  4.146
H  1.016  -3.946  -1.207
H  -4.947  4.991  1.198
H  0.197  5.075  2.681
H  3.496  -0.015  5.071
H  -2.494  3.444  -3.479
H  0.262  -0.263  3.775
H  2.097  1.031  -4.400
H  -4.241  -1.085  -0.503
H  6.945  1.209  1.825
H  -0.043  5.298  1.129
H  -5.420  0.585  -0.442
H  -1.675  4.540  -2.832
H  -1.347  0.347  3.911
H  -2.398  -3.176  2.383
H  1.968  3.149  2.357
H  4.516  -3.211  -4.400
H  -6.804  -0.924  -2.637
H  2.794  0.968  3.084
H  2.597  -1.697  1.977
H  4.801  -2.169  -3.101
H  -3.054  1.224  2.090
H  1.345  -0.769  2.403
H  -2.365  0.061  -4.147
H  4.935  -5.727  -2.598
H  7.529  1.245  3.523
H  1.634  0.021  0.329
H  -0.722  2.357  -2.481
H  -1.524  4.191  -0.161
H  1.934  2.048  0.932
H  -0.349  -2.325  2.930
H  1.350  -1.276  -3.002
H  -0.851  -1.035  4.899
H  4.862  -3.837  -0.591
H  -4.071  0.622  1.144
H  4.130  -2.441  -1.001
H  0.952  -3.399  0.473
H  -2.463  -2.655  4.108
H  -4.266  3.719  0.738
H  -3.070  -2.025  -0.696
H  3.290  -5.850  -2.294
H  1.719  2.455  -4.053
H  -3.277  3.353  2.938
H  -3.266  -1.680  2.836
H  1.999  -0.858  4.544
H  -1.377  4.575  2.071
H  -2.819  4.490  -0.887
H  7.300  -0.275  2.658
H  1.611  -0.185  -1.170
H  3.815  -5.453  -3.988
H  1.482  -2.324  -0.850
H  3.618  -1.541  4.349
H  2.602  -0.472  -3.284
H  -5.412  -0.399  -2.358
H  4.639  0.492  1.326
H  4.869  -1.024  2.067
H  -3.491  1.035  -4.419
H  2.877  -3.374  -2.909
H  0.388  1.397  -2.853

Entry 2:
Entry from the Open Molecules 2025 dataset: a cluster of 23 separate species, C14H68N2O27P3S in total at a distorted geometry (ωB97M-V/def2-TZVPD).

Output
Strongest force on any atom (hartree/bohr): 0.1134
HOMO-LUMO gap (Ha): 0.214
Total charge: +1
HOMO energy (eV): -10.942
LUMO energy (eV): -5.12

Geometry (Å):
S  2.527  -0.420  -5.229
P  0.139  1.841  -3.266
P  0.009  -1.447  1.688
P  0.798  -1.223  -4.782
O  0.633  -3.619  -0.288
O  0.728  3.834  0.088
O  -2.735  -1.113  -3.849
O  0.852  -7.486  4.594
O  -0.362  -5.222  -4.854
O  0.832  5.791  -2.807
O  -1.252  1.975  -3.919
O  -3.409  -3.751  -4.812
O  1.129  -0.957  5.436
O  2.561  6.849  -7.183
O  3.703  1.488  -3.053
O  -1.855  3.150  3.265
O  -2.515  8.769  -0.224
O  -2.945  5.317  2.018
O  -4.144  6.260  -0.118
O  2.256  5.359  0.942
O  2.496  -6.643  -2.588
O  0.869  5.977  5.460
O  -1.221  -5.892  6.333
O  -0.082  -4.783  3.822
O  -1.780  5.997  -1.202
O  0.808  -7.600  7.521
O  2.085  1.892  0.210
O  3.029  4.948  -4.429
O  -1.376  1.204  5.098
O  -2.080  2.853  -6.706
O  4.466  -4.293  -0.182
N  0.677  -2.429  -2.256
N  0.487  -2.461  -0.939
C  1.207  3.831  2.637
C  2.852  -1.921  1.452
C  -0.313  1.464  0.108
C  1.464  4.430  1.179
C  0.028  0.167  -0.754
C  0.129  -4.756  -1.053
C  -1.452  -4.664  -1.403
C  0.961  2.429  0.144
C  -1.564  -2.404  2.140
C  0.248  0.228  -2.315
C  1.578  -2.215  2.426
C  0.544  -1.179  -2.876
C  -2.697  -1.321  2.526
C  0.193  -1.267  -0.222
H  -1.898  -3.180  1.373
H  -2.050  -4.135  -0.590
H  -1.377  5.492  -0.484
H  1.254  4.685  3.401
H  1.618  6.582  5.532
H  -0.818  0.418  5.122
H  -0.087  5.550  -2.984
H  -3.288  -3.152  -4.062
H  -3.304  -1.616  3.459
H  -0.610  -4.775  4.635
H  -3.956  6.077  -1.048
H  -2.288  3.952  2.934
H  -3.406  -1.059  1.667
H  0.330  2.962  -2.366
H  -2.995  2.606  -6.883
H  0.127  6.480  5.818
H  -1.615  -4.185  -2.429
H  2.720  6.518  -6.289
H  2.112  -6.641  -3.474
H  1.213  1.934  -4.224
H  1.565  -8.112  4.779
H  2.795  -0.853  1.009
H  0.327  -5.184  -5.531
H  0.331  -5.657  3.826
H  5.027  -5.078  -0.168
H  3.850  -2.082  1.997
H  -1.322  -2.996  3.122
H  -0.567  1.212  1.205
H  -2.157  -0.341  2.801
H  -1.918  2.527  -5.810
H  1.643  6.612  -7.360
H  -1.250  1.975  -0.316
H  -1.918  3.229  4.227
H  -1.902  -6.429  5.908
H  -1.722  1.219  4.196
H  4.079  -4.299  -1.066
H  -2.517  -4.068  -5.008
H  3.260  2.291  -3.360
H  2.297  5.444  -4.027
H  3.782  5.549  -4.367
H  1.967  3.010  2.912
H  0.993  5.458  -1.915
H  2.861  -2.634  0.558
H  -2.555  -0.166  -3.755
H  -2.762  5.138  1.090
H  1.732  -7.788  7.727
H  -1.794  -5.763  -1.509
H  -0.506  -6.521  6.519
H  3.060  -7.426  -2.580
H  1.499  -3.358  2.503
H  3.688  1.568  -2.089
H  -0.282  -0.429  -5.337
H  0.752  -7.739  6.563
H  0.173  -8.025  4.166
H  -2.281  -1.358  -4.665
H  -3.328  8.322  0.048
H  0.655  -2.568  -5.253
H  0.154  3.367  2.638
H  0.225  -5.672  -0.357
H  0.769  -5.022  -1.972
H  -2.777  9.692  -0.325
H  -0.082  -4.571  -4.197
H  -5.040  6.625  -0.126
H  1.523  -1.426  6.183
H  1.805  -1.748  3.457
H  -3.836  5.681  2.010
H  1.214  -0.025  5.674
H  -1.697  6.918  -0.915

Entry 3:
Entry from the Open Molecules 2025 dataset: a structure of composition C14H6MoN2O4S5 at a distorted geometry (ωB97M-V/def2-TZVPD).

Output
Strongest force on any atom (hartree/bohr): 0.0197
HOMO-LUMO gap (spin up / spin down) (Ha): 0.197 / 0.198
Total charge: 0
Energy relative to the best compared isomer or geometry (same formula, charge and spin) (eV): 1.331
HOMO energy (spin up / spin down) (eV): -9.001 / -8.998
LUMO energy (spin up / spin down) (eV): -3.65 / -3.62

Geometry (Å):
Mo  0.148  -0.119  0.020
S  -1.457  -4.730  -1.122
S  -3.728  -6.389  -0.201
S  0.180  -2.217  -1.157
S  -3.310  -3.656  0.867
S  -1.761  -1.081  0.992
O  1.425  -0.158  1.474
O  -0.087  2.574  3.014
O  -0.409  1.430  1.100
O  2.121  0.737  3.423
N  -1.643  1.366  -2.275
N  2.430  -1.554  -7.979
C  1.890  -0.300  -2.787
C  1.396  0.148  -5.102
C  1.257  0.468  -3.765
C  2.807  -1.722  -4.511
C  2.313  -1.286  -6.868
C  1.766  0.006  -1.348
C  2.669  -1.391  -3.177
C  -1.997  -2.628  0.382
C  -1.126  -3.138  -0.560
C  1.383  0.711  2.497
C  -1.039  0.834  -1.447
C  -2.889  -5.010  -0.151
C  2.168  -0.950  -5.477
C  0.201  1.703  2.263
H  3.412  -2.567  -4.810
H  3.175  -1.983  -2.424
H  0.906  0.744  -5.859
H  1.704  1.098  -1.140
H  0.645  1.312  -3.480
H  2.587  -0.419  -0.767

Entry 4:
Entry from the Open Molecules 2025 dataset: a structure of composition C14H8AuCl3F9GeN5OS2 (ωB97M-V/def2-TZVPD).

Output
Strongest force on any atom (hartree/bohr): 0.0144
HOMO-LUMO gap (spin up / spin down) (Ha): 0.183 / 0.102
Total charge: +1
Energy relative to the best compared isomer or geometry (same formula, charge and spin) (eV): 0.561
HOMO energy (spin up / spin down) (eV): -10.353 / -11.190
Expectation value of S²: 3.78
LUMO energy (spin up / spin down) (eV): -5.37 / -8.42
2S+1: 4

Geometry (Å):
Au  1.240  -0.427  -0.897
Ge  -0.045  2.943  -1.626
Cl  1.002  4.796  -1.049
Cl  -0.763  3.249  -3.688
Cl  1.865  1.634  -2.140
S  0.371  -4.523  1.473
S  2.940  0.941  3.269
F  -2.745  1.233  -1.623
F  -4.019  1.483  0.105
F  -3.094  -0.420  1.486
F  -0.973  -0.755  1.688
F  -1.930  -1.043  -0.228
F  -2.729  3.096  -0.530
F  -0.539  1.562  2.586
F  -0.977  3.302  1.401
F  -2.586  2.269  2.420
O  -0.457  1.277  -0.251
N  2.159  0.007  1.026
N  -2.461  -0.706  -6.321
N  0.359  -1.105  -2.602
N  -1.235  -0.313  -4.232
N  1.006  -2.365  0.260
C  2.775  2.419  0.910
C  1.493  -2.254  1.537
C  -1.454  2.098  1.743
C  -0.426  -0.727  -3.413
C  2.468  -0.675  3.220
C  -0.301  -3.890  -1.188
C  1.239  -3.364  2.336
C  2.060  -1.019  1.938
C  -1.932  -0.257  0.861
C  -1.615  1.216  0.463
C  -2.816  1.758  -0.393
C  2.592  1.111  1.563
C  -1.855  -0.534  -5.351
C  0.377  -3.481  0.052
H  1.799  2.842  0.654
H  0.159  -4.796  -1.590
H  1.517  -3.516  3.368
H  2.498  -1.297  4.102
H  3.285  3.107  1.582
H  -0.240  -3.092  -1.925
H  3.339  2.327  -0.018
H  -1.349  -4.115  -0.978

Entry 5:
Entry from the Open Molecules 2025 dataset: a structure of composition C14H8Br2Cl2LuN2O7S at a distorted geometry (ωB97M-V/def2-TZVPD).

Output
Strongest force on any atom (hartree/bohr): 0.0844
HOMO-LUMO gap (spin up / spin down) (Ha): 0.199 / 0.199
Total charge: -1
Energy relative to the best compared isomer or geometry (same formula, charge and spin) (eV): 0.000
HOMO energy (spin up / spin down) (eV): -4.898 / -4.899
LUMO energy (spin up / spin down) (eV): 0.51 / 0.51

Geometry (Å):
Lu  -1.208  -0.771  0.655
Br  -3.183  -2.482  1.449
Br  -0.159  -2.192  2.739
Cl  0.445  0.940  1.610
Cl  -3.897  3.211  4.184
S  -2.647  0.857  2.166
O  2.274  2.268  -2.205
O  2.809  -3.371  -5.427
O  0.150  -4.200  -1.564
O  0.429  2.374  -3.400
O  3.317  -1.339  -6.057
O  -0.718  -2.609  -0.228
O  -0.043  0.007  -0.914
N  2.764  -2.140  -5.282
N  1.280  1.744  -2.742
C  -0.028  -2.972  -1.230
C  -1.972  -3.351  3.026
C  0.582  -0.508  -1.900
C  2.027  -1.587  -4.143
C  1.373  -2.432  -3.252
C  -0.302  2.112  2.641
C  -1.682  2.093  2.902
C  1.272  0.286  -2.858
C  -0.007  4.061  4.046
C  -1.374  4.056  4.315
C  0.528  3.088  3.208
C  1.984  -0.215  -3.959
C  -2.216  3.082  3.751
C  0.651  -1.921  -2.135
H  0.634  4.818  4.486
H  2.481  0.471  -4.636
H  -1.793  -4.443  2.853
H  -1.792  4.816  4.969
H  -2.420  -3.169  4.037
H  -2.553  -0.153  -0.704
H  1.401  -3.512  -3.392
H  1.592  3.085  2.993

Entry 6:
Entry from the Open Molecules 2025 dataset: a structure of composition C14H8BrCl2I2InNO4 (ωB97M-V/def2-TZVPD).

Output
Strongest force on any atom (hartree/bohr): 0.0074
HOMO-LUMO gap (Ha): 0.282
Total charge: +1
Energy relative to the best compared isomer or geometry (same formula, charge and spin) (eV): 0.040
HOMO energy (eV): -11.627
LUMO energy (eV): -3.95

Geometry (Å):
I  -0.639  3.013  -2.027
I  -2.952  3.578  0.609
In  -0.625  0.437  -0.733
Br  1.172  0.754  2.289
Cl  5.940  -2.852  -1.686
Cl  3.630  1.956  -2.348
O  1.205  0.604  -1.600
O  -0.147  -1.691  -0.621
O  -4.524  -0.382  -0.014
O  -2.613  0.124  -1.052
N  -1.321  0.218  1.335
C  0.953  -2.230  -0.823
C  3.500  0.288  -1.933
C  3.315  -2.405  -1.274
C  -2.619  -0.114  1.339
C  -1.222  0.029  3.695
C  -3.278  -0.392  2.518
C  2.164  -1.592  -1.227
C  4.616  -0.518  -1.966
C  2.234  -0.218  -1.566
C  -2.565  -0.318  3.708
C  4.524  -1.871  -1.634
C  -2.588  3.670  -1.469
C  -0.640  0.288  2.468
C  -3.345  -0.154  -0.003
H  -2.668  4.699  -1.798
H  3.238  -3.454  -1.020
H  -4.325  -0.655  2.477
H  1.006  -3.313  -0.661
H  5.569  -0.096  -2.255
H  -0.642  0.096  4.603
H  -3.053  -0.531  4.650
H  -3.299  3.033  -1.981

Entry 7:
Entry from the Open Molecules 2025 dataset: a cluster of 12 separate species, C14H8Cl45S in total at a distorted geometry (ωB97M-V/def2-TZVPD).

Output
Strongest force on any atom (hartree/bohr): 0.0593
HOMO-LUMO gap (Ha): 0.306
Total charge: +1
HOMO energy (eV): -12.097
LUMO energy (eV): -3.76

Geometry (Å):
Cl  -4.631  -4.179  -12.120
Cl  -2.305  -3.935  -1.277
Cl  -1.822  -3.429  -12.020
Cl  4.148  9.718  8.448
Cl  4.950  12.444  7.822
Cl  -6.467  -2.857  -9.060
Cl  -2.719  -3.875  -6.841
Cl  1.853  7.698  8.332
Cl  -7.665  -1.755  -11.471
Cl  0.736  -0.264  -0.354
Cl  -3.266  -3.992  -9.558
Cl  3.000  5.447  6.889
Cl  3.505  11.881  10.284
Cl  7.749  6.054  3.625
Cl  -3.515  -7.650  3.888
Cl  0.281  -3.334  -0.086
Cl  3.617  -3.127  -4.712
Cl  -5.887  0.025  -2.765
Cl  2.140  11.694  7.721
Cl  -7.667  -1.078  -0.744
Cl  2.029  5.089  9.609
Cl  -9.341  -2.419  -9.188
Cl  -2.166  -2.724  1.365
Cl  4.445  6.635  9.118
Cl  -8.121  -4.540  -10.762
Cl  1.905  -5.388  -5.360
Cl  -7.600  -2.236  -3.413
Cl  1.838  -4.230  -2.692
Cl  -5.776  -7.295  2.091
Cl  -5.340  -2.592  -1.616
Cl  8.946  4.952  6.037
Cl  -1.274  -2.687  -4.613
Cl  -4.063  -5.034  2.739
Cl  -2.623  -6.155  -11.394
Cl  1.386  3.472  1.401
Cl  6.073  5.391  5.909
Cl  7.292  3.270  4.334
Cl  -5.843  -6.137  4.759
Cl  4.165  -5.744  -3.563
Cl  2.529  -0.840  -2.572
Cl  3.121  -1.872  0.083
Cl  -3.690  -4.233  -4.122
Cl  -1.350  -5.491  0.989
Cl  3.366  0.976  -0.459
Cl  -3.866  -1.624  -5.398
S  3.656  3.985  3.526
C  2.157  1.527  3.300
C  -4.799  -6.529  3.369
C  -3.085  -4.439  -11.273
C  3.686  11.434  8.569
C  2.881  -4.623  -4.082
C  7.515  4.917  4.976
C  2.438  -0.500  -0.825
C  2.933  0.094  2.970
C  -6.624  -1.470  -2.134
C  -7.899  -2.893  -10.120
C  2.761  2.769  2.420
C  2.832  6.217  8.487
C  -2.887  -3.104  -5.244
C  -1.385  -3.871  0.248
H  0.999  1.421  3.057
H  3.554  2.323  1.680
H  2.232  1.765  4.466
H  3.789  0.213  2.160
H  4.815  3.359  4.015
H  2.832  4.391  4.621
H  3.353  -0.308  3.987
H  2.171  -0.708  2.544

Entry 8:
Entry from the Open Molecules 2025 dataset: a structure of composition C14H8Cl5IN4SSn at a distorted geometry (ωB97M-V/def2-TZVPD).

Output
Strongest force on any atom (hartree/bohr): 0.0430
HOMO-LUMO gap (Ha): 0.142
Total charge: +2
Energy relative to the best compared isomer or geometry (same formula, charge and spin) (eV): 3.617
HOMO energy (eV): -14.426
LUMO energy (eV): -10.58

Geometry (Å):
I  -1.437  6.103  0.819
Sn  -0.164  -0.140  -0.255
Cl  3.380  -0.024  -2.003
Cl  3.047  0.005  4.220
Cl  6.015  0.031  -0.300
Cl  0.453  -0.238  2.391
Cl  5.844  0.010  2.808
S  -2.622  -0.035  0.746
N  1.018  2.937  -0.493
N  -0.033  2.192  -0.110
N  -4.547  -1.617  -0.154
N  -5.066  0.641  0.179
C  -6.804  -0.898  -0.229
C  3.176  -0.068  2.523
C  4.500  -0.023  0.474
C  -5.819  -1.880  -0.345
C  3.326  -0.050  -0.289
C  -0.955  3.045  0.345
C  2.101  -0.052  0.345
C  -7.294  1.569  0.116
C  4.424  -0.021  1.877
C  -6.355  0.416  0.011
C  2.048  -0.133  1.723
C  0.793  4.239  -0.285
C  -0.476  4.352  0.258
C  -4.203  -0.367  0.156
H  -8.327  1.251  0.009
H  -1.910  2.702  0.705
H  -7.064  2.312  -0.649
H  1.844  2.502  -0.878
H  1.509  5.007  -0.525
H  -7.855  -1.131  -0.319
H  -7.160  2.057  1.081
H  -6.065  -2.910  -0.577

Q: strongest force on any atom of number 3 (C14H6MoN2O4S5)?
A: 0.0197 hartree/bohr

Q: Among the records above, which one has the highest strongest force on any atom?
A: C14H68N2O27P3S